Entry from the Open Molecules 2025 dataset: a structure of composition C9H10AuB2F4N6 (the ωB97M-V functional and the def2-TZVPD basis).

The maximum force comes out at 0.81 eV/A. The spin multiplicity is 1. The molar mass comes out at 496.80 g mol⁻¹. The value obtained for the HOMO-LUMO gap (alpha / beta) is 6.27 / 6.27 eV. The total charge is +1.

Cartesian coordinates (Å):
Au (0.199, 0.368, 1.363)
C (-1.576, 2.757, -1.858)
C (-1.369, 2.553, -0.496)
N (-0.604, 1.474, -0.343)
N (-0.313, 0.957, -1.552)
C (-0.894, 1.731, -2.484)
B (0.524, -0.334, -1.725)
N (1.876, -0.075, -1.017)
C (3.148, -0.083, -1.424)
C (3.965, 0.227, -0.346)
C (3.104, 0.419, 0.724)
N (1.852, 0.229, 0.285)
N (-0.140, -1.514, -0.974)
C (-0.589, -2.689, -1.449)
C (-1.149, -3.411, -0.413)
C (-1.012, -2.600, 0.712)
N (-0.398, -1.475, 0.349)
H (-2.150, 3.540, -2.320)
H (-1.718, 3.111, 0.357)
H (-0.796, 1.488, -3.530)
H (0.667, -0.593, -2.879)
H (3.391, -0.306, -2.450)
H (5.038, 0.304, -0.335)
H (3.309, 0.675, 1.752)
H (-0.492, -2.923, -2.496)
H (-1.603, -4.384, -0.463)
H (-1.313, -2.763, 1.734)
F (-0.909, 0.674, 2.896)
B (-2.478, 0.663, 4.561)
F (-1.554, 0.514, 5.498)
F (-3.095, -0.406, 4.072)
F (-2.920, 1.873, 4.252)